# 1
C28H84O28 | ωB97M-V with the def2-TZVPD basis set

Results
- frontier orbital gap (eV) = 9.92
- electronic energy (a.u.) = -3223.65729
- HOMO level (eV) = -9.80

Last column: Mulliken charge in e.
Element x y z (Å)
C  -1.97986  -4.94772  -2.79303  -1.05
C  -1.59043  -3.90860  -1.76404  1.18
O  -1.00445  -2.75710  -2.41721  -0.46
O  -1.05435  -6.01936  -2.97546  -0.50
H  -2.12486  -4.49686  -3.77394  0.29
H  -2.98705  -5.30897  -2.56056  0.43
H  -0.92953  -4.25165  -0.96022  -0.52
H  -2.48316  -3.46747  -1.30665  0.05
H  -1.14821  -2.04297  -1.76700  0.11
H  -0.94526  -6.48010  -2.13840  0.34
C  -1.82239  4.37292  -1.44137  -0.02
C  -2.33555  5.71610  -0.81890  -0.47
O  -1.29359  6.64402  -0.67164  -0.62
O  -1.09425  3.58800  -0.49241  0.24
H  -1.32456  4.44028  -2.41257  0.35
H  -2.69347  3.78949  -1.76861  -0.08
H  -2.81100  5.43737  0.12848  0.16
H  -3.17629  6.04423  -1.43213  0.47
H  -0.56622  6.14951  -0.27520  0.46
H  -0.14368  3.66753  -0.64781  -0.25
C  1.55940  -0.93220  4.41319  0.02
C  1.69436  -2.44249  4.27852  -0.14
O  1.43038  -3.24121  5.42579  -0.62
O  2.75604  -0.30467  4.87612  -0.60
H  0.74285  -0.70842  5.11078  0.57
H  1.30755  -0.43927  3.47199  0.04
H  2.70747  -2.55091  3.87656  0.18
H  1.01269  -2.78682  3.49874  -0.07
H  1.28313  -4.15911  5.19366  0.35
H  2.57400  0.57462  5.21308  0.30
C  2.17970  -3.05998  -3.79054  -0.04
C  3.66557  -3.38258  -3.88930  -0.49
O  4.34541  -3.45392  -2.64068  -0.61
O  1.33008  -4.17475  -3.56674  -0.60
H  1.95999  -2.67804  -4.79152  0.49
H  2.03662  -2.23482  -3.08742  -0.03
H  4.09558  -2.59599  -4.51150  0.24
H  3.80059  -4.34809  -4.38527  0.36
H  5.29887  -3.41861  -2.73730  0.22
H  0.41911  -3.89895  -3.37234  0.22
C  -3.22840  1.73408  -3.80513  0.38
C  -3.73184  1.84699  -5.22517  -0.91
O  -2.81915  1.59474  -6.26653  -0.54
O  -3.15608  0.33270  -3.53643  -0.55
H  -3.90324  2.20049  -3.07827  0.16
H  -2.27951  2.25149  -3.63033  0.08
H  -4.18447  2.82898  -5.40409  0.39
H  -4.61756  1.23943  -5.45204  0.34
H  -2.58851  0.66024  -6.23016  0.33
H  -2.70080  0.16624  -2.70322  0.05
C  2.53453  3.66616  -0.43427  0.11
C  2.08296  5.13921  -0.51253  -0.82
O  0.91328  5.16273  0.29979  -0.47
O  1.56480  2.83808  -1.07599  -0.51
H  2.55628  3.37962  0.61886  -0.18
H  3.52185  3.52362  -0.88047  0.60
H  1.80456  5.31732  -1.55229  0.28
H  2.94129  5.77658  -0.29269  0.45
H  1.14937  5.26407  1.23254  0.25
H  2.07139  2.51731  -1.82862  0.16
C  -6.67124  -2.27056  1.71511  -0.41
C  -6.15132  -1.73701  0.39263  -0.32
O  -4.85688  -2.13453  0.07054  -0.53
O  -7.01852  -3.64741  1.67391  -0.54
H  -7.58437  -1.69601  1.91398  0.36
H  -5.98527  -2.03523  2.52879  0.19
H  -6.20750  -0.63795  0.44203  0.13
H  -6.84741  -1.96973  -0.41760  0.43
H  -4.20117  -1.61976  0.55610  -0.01
H  -7.86671  -3.77468  1.24518  0.31
C  4.97643  0.24881  -2.24581  1.06
C  5.05698  0.68379  -3.69669  -0.86
O  4.02939  0.13507  -4.52343  -0.49
O  5.82095  1.04629  -1.45058  -0.70
H  5.30528  -0.79343  -2.17308  0.12
H  3.97448  0.38825  -1.82499  -0.45
H  6.07056  0.56517  -4.09072  0.42
H  4.93986  1.77154  -3.78263  0.28
H  4.46604  -0.17594  -5.32023  0.29
H  5.77347  0.66152  -0.56492  0.33
C  -2.55882  -1.01941  2.61760  0.07
C  -2.29113  -2.46198  2.37530  -1.33
O  -1.00133  -2.67567  1.71259  -0.58
O  -2.88358  -0.41369  1.34764  0.37
H  -1.61409  -0.59849  2.97388  -0.29
H  -3.41255  -0.88609  3.28090  0.68
H  -3.02964  -2.91792  1.70982  0.40
H  -2.21290  -3.10391  3.25478  0.48
H  -1.06276  -3.58665  1.40944  0.12
H  -3.01743  0.53665  1.51267  -0.08
C  3.98597  -0.09031  1.70840  1.73
C  4.81297  0.95224  2.47636  -0.81
O  5.10482  2.08595  1.64561  -0.52
O  4.85025  -0.76092  0.83882  -0.61
H  3.09478  0.34109  1.24024  -0.95
H  3.64670  -0.87399  2.39969  -0.32
H  5.69643  0.50247  2.93129  0.50
H  4.23462  1.41504  3.27899  0.07
H  6.03381  2.02489  1.40365  0.31
H  4.43263  -1.51285  0.39550  0.42
C  -0.13699  3.87134  3.79278  -1.34
C  0.02792  2.58200  2.96350  1.76
O  1.35976  2.15791  2.89635  -0.22
O  0.61941  4.96894  3.30172  -0.62
H  0.11131  3.55075  4.81755  0.44
H  -1.11465  4.27012  4.07916  0.46
H  -0.39904  2.69307  1.96429  -0.63
H  -0.54467  1.81496  3.49744  -0.03
H  1.60649  1.71277  2.08269  -0.21
H  1.48808  4.91281  3.71515  0.32
C  -0.31168  0.35130  -0.90057  -0.56
C  0.94490  -0.32301  -0.34843  1.82
O  0.73471  -0.54261  1.03977  1.99
O  -1.46191  -0.46756  -1.00801  1.50
H  -0.16653  0.77175  -1.90380  0.64
H  -0.63461  1.26655  -0.39283  -0.44
H  1.86625  0.25716  -0.38975  -0.43
H  1.09306  -1.25690  -0.90036  -1.27
H  0.13895  -1.30200  1.14222  -1.24
H  -1.84965  -0.45704  -0.11508  -0.46
C  -3.89084  2.49653  1.32042  -0.13
C  -3.56518  2.79099  2.76618  0.13
O  -4.63871  3.49127  3.37407  -0.60
O  -2.82203  1.69467  0.79072  0.29
H  -3.83529  3.39551  0.70836  0.05
H  -4.80636  1.90863  1.24016  0.20
H  -2.65960  3.39889  2.84337  -0.34
H  -3.29128  1.95240  3.41825  0.26
H  -5.37715  2.89929  3.53648  0.35
H  -2.31850  2.16125  0.10766  -0.51
C  2.00836  -4.83260  0.50398  -0.93
C  2.00083  -3.34109  0.06112  0.68
O  3.28795  -2.85736  -0.28423  -0.38
O  2.52692  -4.93281  1.83978  -0.59
H  2.68020  -5.30619  -0.21347  0.39
H  0.98758  -5.20057  0.55177  0.26
H  1.52557  -2.70195  0.80587  0.08
H  1.41353  -3.30638  -0.86636  -0.22
H  3.51290  -3.26397  -1.14335  0.35
H  3.43628  -4.61605  1.80456  0.35

---

# 2
C20H43N2P3RhSe | ωB97M-V with the def2-TZVPD basis set

Results
- 2S+1 = 5
- charge = +3
- frontier orbital gap (alpha / beta) (eV) = 7.83 / 4.24
- electronic energy (a.u.) = -4432.32560
- HOMO level (alpha / beta) (eV) = -15.76 / -16.16

Last column: natural (NBO) charge in e.
Element x y z (Å)
Rh  -0.04369  0.15463  -0.00817  0.46
P  0.26646  2.19280  0.97139  1.01
P  -2.35613  0.34878  -0.15769  0.96
P  2.20516  -0.25409  -0.24060  0.98
H  -1.69182  -3.65812  -7.51580  0.20
C  -0.87147  -4.24780  -7.11526  -0.38
C  -0.80179  -4.63281  -5.83582  -0.43
H  -1.59789  -4.46195  -5.10991  0.20
C  0.48212  3.66540  -0.08199  -0.96
C  -1.07907  2.64537  2.11201  -0.96
C  1.70781  2.28323  2.07768  -0.96
C  -2.95249  -0.81590  -1.43637  -0.94
C  -3.27996  -0.15973  1.33919  -0.94
C  -2.98514  1.95444  -0.80367  -0.94
C  2.49117  -1.61438  -1.42048  -0.94
C  2.99459  -0.85885  1.30069  -0.94
C  3.20597  1.12057  -0.94105  -0.94
H  -0.11213  -4.51093  -7.87718  0.22
H  0.06295  -5.17422  -5.45538  0.21
H  0.64730  4.54424  0.54322  0.28
H  -0.39718  3.84942  -0.69923  0.25
H  1.34002  3.54769  -0.74470  0.26
H  -0.73796  3.47030  2.75415  0.27
H  -1.32184  1.77978  2.73770  0.23
H  -1.98666  2.97303  1.60292  0.26
H  1.68147  3.23572  2.61746  0.27
H  2.66185  2.21868  1.55195  0.26
H  1.66589  1.46572  2.80208  0.24
H  -4.04770  -0.81765  -1.52318  0.27
H  -2.59549  -1.81187  -1.14575  0.26
H  -2.51505  -0.52302  -2.39812  0.23
H  -4.28115  0.29387  1.37575  0.28
H  -2.73109  0.10896  2.25375  0.23
H  -3.38827  -1.25428  1.31053  0.27
H  -4.08115  1.97171  -0.77898  0.28
H  -2.65559  2.05363  -1.84840  0.24
H  -2.59859  2.80554  -0.23406  0.24
H  3.53867  -1.94219  -1.45073  0.27
H  2.19100  -1.26945  -2.41599  0.24
H  1.84896  -2.45026  -1.11971  0.26
H  3.98425  -1.27609  1.07274  0.28
H  2.35958  -1.64620  1.73070  0.25
H  3.10658  -0.05252  2.03744  0.25
H  4.25078  0.80987  -1.08057  0.28
H  3.18469  2.00664  -0.29680  0.24
H  2.76741  1.37596  -1.91478  0.25
C  0.16200  0.70158  -4.40965  -0.14
C  -0.11563  -0.67918  -4.28091  -0.25
C  0.06121  -1.50020  -5.39724  -0.11
C  0.52000  -0.98474  -6.61331  -0.04
C  0.79588  0.39183  -6.72043  -0.17
C  0.63542  1.24433  -5.62529  -0.19
Se  -0.17853  1.92854  -2.99777  0.48
H  -0.34729  0.79358  -1.95665  -0.02
H  -0.44058  -1.09023  -3.31436  0.23
H  -0.16386  -2.55742  -5.33654  0.26
H  0.69466  -1.59312  -7.50781  0.27
H  1.12711  0.76330  -7.69079  0.27
H  0.86391  2.32030  -5.65048  0.26
C  -1.24296  -0.45252  5.12538  -0.40
N  -0.16531  -0.89062  4.22579  -0.38
C  1.02467  -1.42194  4.87715  -0.40
C  -0.17088  -0.63082  2.95214  0.63
N  -0.04568  -0.62650  1.77312  -0.53
H  -0.91508  -0.82881  6.10096  0.25
H  -2.21322  -0.87835  4.81502  0.24
H  -1.29057  0.64780  5.10296  0.22
H  1.29375  -2.39380  4.44050  0.24
H  1.85302  -0.72320  4.71182  0.22
H  0.75917  -1.49517  5.93182  0.25

---

# 3
C4H6O2 | ωB97M-V with the def2-TZVPD basis set

Results
- frontier orbital gap (eV) = 10.85
- electronic energy (a.u.) = -306.47368
- SMILES = C=C(C)OC=O
- HOMO level (eV) = -9.89

Last column: natural (NBO) charge in e.
Element x y z (Å)
C  0.20564  -0.97003  1.37312  -0.44
C  0.24492  -0.06314  0.40919  0.31
C  1.28111  0.09940  -0.65611  -0.67
O  -0.76613  0.91818  0.40163  -0.52
C  -1.72520  0.78290  -0.53070  0.65
O  -1.76378  -0.05733  -1.38718  -0.57
H  0.97652  -1.72770  1.45572  0.21
H  -0.60268  -0.97233  2.09676  0.21
H  2.01991  -0.70295  -0.58972  0.23
H  1.79656  1.06049  -0.55000  0.22
H  0.81488  0.06703  -1.64537  0.24
H  -2.48174  1.56549  -0.37733  0.13

---

- Which of these has the highest electronic energy?
  C4H6O2